# 1
ORCA calculation (the ωB97M-V functional and the def2-TZVPD basis) on a 2-piece molecular cluster, C2H3F2NO overall.

Output
Total charge: 0
Kohn-Sham gap (eV): 8.58
LUMO (eV): 0.4
HOMO level (eV): -8.21

XYZ file:
```
9
Properties=species:S:1:pos:R:3:nbo_charge:R:1
C 1.75 -1.36 -0.91 0.10
C -1.53 0.25 0.21 0.98
N -0.91 1.28 0.41 -0.79
O 1.31 -0.90 0.12 -0.59
F -1.64 -0.39 -0.92 -0.27
F -2.25 -0.37 1.23 -0.35
H 2.39 -0.65 -1.49 0.05
H -0.78 2.03 1.06 0.42
H 1.66 0.11 0.29 0.45
```


# 2
ORCA calculation (the ωB97M-V functional and the def2-TZVPD basis) on C37H41F5N3OP2STeV as an isolated structure.

Output
⟨S²⟩: 0.772
Total charge: +1
Kohn-Sham gap (spin up / spin down) (eV): 3.82 / 4.42
LUMO (spin up / spin down) (eV): -4.9 / -4.3
HOMO level (spin up / spin down) (eV): -8.70 / -8.70
2S+1: 2

XYZ file:
```
92
Properties=species:S:1:pos:R:3:mulliken_charge:R:1
V 0.13 -0.03 -0.87 1.39
C -1.90 3.17 -1.47 -0.86
C -0.71 3.68 -0.65 -1.33
P 0.63 2.45 -0.31 1.74
C 1.13 2.85 1.40 -0.05
C 1.59 4.11 1.75 -0.45
C 1.93 4.39 3.06 -0.77
C 1.80 3.41 4.03 -0.63
C 1.34 2.15 3.69 -1.07
C 1.00 1.86 2.37 -0.43
C 2.00 3.07 -1.33 0.49
C 1.75 3.49 -2.64 -0.42
C 2.80 3.88 -3.47 -0.80
C 4.10 3.86 -2.99 -0.62
C 4.35 3.45 -1.69 -0.81
C 3.31 3.05 -0.87 -0.71
C -2.84 2.28 -0.65 -0.92
P -2.34 0.51 -0.50 1.60
C -3.12 0.04 1.07 0.44
C -2.35 -0.56 2.06 -0.12
C -2.90 -0.87 3.29 -1.12
C -4.23 -0.58 3.55 -0.70
C -5.01 0.05 2.58 -0.82
C -4.45 0.36 1.35 -0.41
C -3.26 -0.34 -1.83 0.29
C -4.47 -1.02 -1.64 -0.27
C -5.09 -1.66 -2.70 -0.58
C -4.52 -1.62 -3.97 -0.67
C -3.32 -0.96 -4.16 -0.84
C -2.69 -0.33 -3.10 -0.39
H -1.55 2.65 -2.37 0.23
H -2.47 4.03 -1.82 0.53
H -1.08 4.04 0.32 0.62
H -0.25 4.54 -1.14 0.69
H 1.70 4.88 0.99 0.47
H 2.29 5.38 3.33 0.45
H 2.07 3.63 5.06 0.42
H 1.25 1.37 4.44 0.50
H 0.67 0.87 2.09 0.71
H 0.74 3.50 -3.04 0.26
H 2.59 4.20 -4.48 0.46
H 4.91 4.17 -3.63 0.42
H 5.36 3.44 -1.31 0.48
H 3.52 2.73 0.15 0.50
H -3.85 2.30 -1.06 0.59
H -2.90 2.66 0.37 0.65
H -1.30 -0.78 1.85 -0.14
H -2.29 -1.34 4.05 0.49
H -4.66 -0.81 4.52 0.44
H -6.04 0.30 2.79 0.46
H -5.06 0.87 0.61 0.47
H -4.92 -1.06 -0.66 0.50
H -6.03 -2.18 -2.54 0.47
H -5.01 -2.12 -4.80 0.40
H -2.86 -0.94 -5.14 0.45
H -1.73 0.15 -3.27 0.16
N -1.91 -2.98 -0.21 0.09
C -2.53 -3.69 0.70 0.67
C -1.85 -4.03 1.92 -0.20
C -2.52 -4.76 2.86 -0.72
C -3.85 -5.15 2.64 -0.57
C -4.52 -4.83 1.45 -0.71
C -3.88 -4.11 0.48 -0.48
H -0.96 -2.64 -0.07 -0.33
H -2.34 -2.73 -1.09 -0.01
H -0.83 -3.72 2.05 0.46
H -2.02 -5.03 3.78 0.42
H -4.36 -5.72 3.40 0.39
H -5.54 -5.14 1.31 0.41
H -4.38 -3.85 -0.45 0.45
F 3.58 -3.34 0.61 -0.47
Te 1.98 -2.22 0.30 1.05
F -0.19 -1.66 -1.77 -0.70
F 1.57 0.26 -1.99 -0.62
F 1.86 -2.39 2.18 -0.45
F 0.79 -3.77 0.35 -0.48
O 0.45 -0.92 0.66 0.56
C 6.35 -1.72 1.16 -0.95
N 5.75 -1.29 -0.09 0.24
C 6.40 -1.51 -1.38 -0.62
C 5.29 -1.12 -2.38 -0.61
N 4.37 -0.39 -1.52 0.34
C 4.62 -0.61 -0.23 0.20
S 3.55 -0.12 1.00 -0.52
H 7.24 -1.13 1.38 0.34
H 6.61 -2.77 1.08 0.32
H 5.61 -1.59 1.95 0.30
H 6.70 -2.55 -1.47 0.39
H 7.28 -0.88 -1.47 0.33
H 4.80 -2.00 -2.80 0.31
H 5.66 -0.50 -3.19 0.36
H 3.46 -0.01 -1.82 -0.06
```


# 3
ORCA calculation (the ωB97M-V functional and the def2-TZVPD basis) on a 14-piece molecular cluster, C56H76N12O4S2 overall.

Output
Total charge: 0
Kohn-Sham gap (eV): 8.14
LUMO (eV): 0.4
HOMO level (eV): -7.78

XYZ file:
```
150
Properties=species:S:1:pos:R:3:mulliken_charge:R:1
C 0.86 0.44 -0.26 2.55
C 0.29 1.21 0.94 0.49
C -1.19 0.90 0.96 -0.97
S -1.33 -0.83 0.40 0.31
O -2.26 -0.83 -0.71 0.02
O -1.50 -1.69 1.56 -0.28
C 0.39 -1.01 -0.19 0.65
H 1.93 0.65 -0.31 -0.95
H 0.45 0.86 -1.19 -0.37
H 0.53 2.27 0.90 -0.48
H 0.75 0.89 1.88 -0.37
H -1.65 1.50 0.16 -0.12
H -1.80 1.06 1.85 0.59
H 0.32 -1.59 -1.10 -0.71
H 1.02 -1.54 0.52 -0.40
C -2.69 2.98 -4.38 -0.51
C -2.88 1.76 -3.50 -0.30
C -1.48 1.23 -3.21 1.29
S -0.52 1.50 -4.72 1.15
O -0.37 0.28 -5.46 -0.74
O 0.65 2.26 -4.33 -0.55
C -1.75 2.57 -5.51 -1.01
H -2.21 3.81 -3.85 0.09
H -3.65 3.29 -4.79 0.49
H -3.54 1.02 -3.97 0.36
H -3.39 2.03 -2.57 -0.03
H -1.50 0.16 -3.00 -0.49
H -0.98 1.71 -2.36 -0.70
H -2.15 1.89 -6.27 0.44
H -1.26 3.37 -6.06 0.46
N 2.49 -2.46 5.44 0.11
C 2.57 -1.09 5.49 -1.09
C 1.53 -0.62 4.70 -0.01
C 0.90 -1.74 4.13 -0.53
C 1.53 -2.88 4.56 -1.22
H 3.04 -3.07 6.03 0.21
H 3.26 -0.70 6.22 0.50
H 1.27 0.42 4.55 0.71
H 0.09 -1.83 3.42 0.78
H 1.36 -3.94 4.49 0.57
N -4.78 -0.98 4.62 0.03
C -5.58 0.12 4.69 -0.38
C -5.46 0.80 3.50 -1.27
C -4.49 0.09 2.74 0.53
C -4.17 -1.06 3.40 -1.09
H -4.62 -1.56 5.43 0.21
H -6.15 0.33 5.58 0.41
H -5.88 1.76 3.25 0.37
H -4.15 0.43 1.77 0.62
H -3.54 -1.89 3.11 0.53
N 3.74 1.69 -3.07 0.31
C 4.99 1.89 -3.58 -0.87
C 5.89 1.35 -2.70 -1.01
C 5.15 0.80 -1.61 -1.00
C 3.83 1.04 -1.88 0.63
H 2.89 2.03 -3.49 0.16
H 5.12 2.31 -4.57 0.45
H 6.95 1.21 -2.84 0.46
H 5.57 0.33 -0.75 1.07
H 2.95 0.77 -1.32 -0.13
N 0.79 6.13 -2.21 0.13
C 1.26 6.40 -0.95 -0.87
C 1.62 5.20 -0.39 -0.90
C 1.41 4.18 -1.35 1.28
C 0.90 4.79 -2.47 -2.23
H 0.55 6.85 -2.87 0.19
H 1.26 7.39 -0.53 0.42
H 1.94 5.11 0.63 0.63
H 1.56 3.13 -1.25 0.70
H 0.66 4.40 -3.44 0.68
N 4.10 0.75 3.33 0.27
C 3.44 0.80 2.13 -0.73
C 3.60 2.06 1.60 -0.41
C 4.29 2.82 2.59 -1.03
C 4.57 2.00 3.64 -0.95
H 4.10 -0.05 3.93 0.35
H 2.97 -0.09 1.75 0.77
H 3.27 2.39 0.63 0.63
H 4.60 3.85 2.55 0.49
H 5.09 2.20 4.56 0.46
N -2.16 4.49 -0.58 0.12
C -1.55 4.34 0.64 -0.53
C -2.47 3.84 1.52 -0.43
C -3.71 3.74 0.82 -0.52
C -3.49 4.17 -0.45 -1.14
H -1.71 4.77 -1.43 0.26
H -0.53 4.61 0.79 0.58
H -2.31 3.49 2.53 0.68
H -4.61 3.34 1.26 0.45
H -4.16 4.18 -1.30 0.51
N 1.27 -5.95 -0.42 0.20
C 1.81 -6.22 0.81 -0.30
C 1.22 -5.35 1.70 -1.64
C 0.32 -4.52 0.99 1.10
C 0.40 -4.89 -0.33 -1.46
H 1.45 -6.43 -1.28 0.22
H 2.49 -7.04 0.96 0.42
H 1.51 -5.34 2.74 0.36
H -0.23 -3.73 1.46 0.62
H -0.10 -4.54 -1.22 0.50
N -5.02 -1.33 -2.17 0.40
C -5.53 -2.35 -2.91 -0.26
C -6.73 -1.95 -3.45 -0.67
C -6.95 -0.63 -2.99 -0.63
C -5.92 -0.28 -2.16 -0.60
H -4.18 -1.39 -1.63 0.19
H -5.11 -3.34 -2.85 0.28
H -7.33 -2.56 -4.11 0.42
H -7.82 -0.04 -3.23 0.41
H -5.77 0.59 -1.55 0.51
N 2.24 -4.07 -4.12 0.11
C 2.89 -2.91 -3.77 -1.09
C 1.94 -1.99 -3.39 0.15
C 0.68 -2.65 -3.50 -0.08
C 0.90 -3.94 -3.89 -1.36
H 2.65 -4.95 -4.40 0.22
H 3.93 -2.81 -4.00 0.45
H 2.16 -0.96 -3.20 0.51
H -0.30 -2.23 -3.31 0.63
H 0.21 -4.76 -3.99 0.51
N 3.52 -3.31 0.96 0.34
C 3.92 -2.93 -0.30 -0.41
C 4.94 -2.02 -0.17 -1.00
C 5.10 -1.77 1.21 -0.38
C 4.23 -2.60 1.88 -1.07
H 2.77 -3.94 1.22 0.35
H 3.46 -3.35 -1.18 0.45
H 5.48 -1.59 -0.99 0.96
H 5.77 -1.07 1.69 0.50
H 3.98 -2.66 2.93 0.31
N -2.97 -5.50 -0.28 0.15
C -2.52 -6.33 -1.26 -0.84
C -2.31 -5.57 -2.37 -1.13
C -2.50 -4.20 -2.00 0.24
C -2.97 -4.21 -0.71 -0.77
H -3.33 -5.77 0.62 0.22
H -2.52 -7.40 -1.12 0.45
H -1.92 -5.91 -3.32 0.47
H -2.41 -3.38 -2.69 0.74
H -3.25 -3.42 -0.03 0.44
N 1.38 3.15 4.23 0.22
C 0.83 3.05 5.48 -0.47
C -0.07 4.07 5.64 -0.76
C -0.05 4.82 4.43 -0.72
C 0.84 4.23 3.59 -0.19
H 2.07 2.53 3.84 0.27
H 1.07 2.25 6.16 0.45
H -0.73 4.22 6.48 0.44
H -0.68 5.69 4.28 0.44
H 1.18 4.49 2.60 0.37
```


# 4
ORCA calculation (the ωB97M-V functional and the def2-TZVPD basis) on one molecule with the formula C5H6O.

Output
Total charge: 0
Kohn-Sham gap (eV): 10.45
LUMO (eV): 1.0
HOMO level (eV): -9.41

XYZ file:
```
12
Properties=species:S:1:pos:R:3:nbo_charge:R:1
C -2.43 0.26 -0.43 -0.24
C -1.40 -0.11 0.07 -0.02
C -0.13 -0.58 0.57 -0.35
C 0.99 0.40 0.90 -0.43
C 1.07 -0.41 -0.34 0.12
O 0.94 0.17 -1.59 -0.68
H -3.35 0.55 -0.88 0.24
H -0.17 -1.49 1.17 0.25
H 0.77 1.46 0.78 0.22
H 1.64 0.17 1.74 0.23
H 1.76 -1.25 -0.39 0.20
H 0.23 0.83 -1.55 0.48
```


| no. | strongest force on any atom (Eh/bohr) |
| --- | --- |
| 1 | 0.123 |
| 2 | 0.085 |
| 3 | 0.039 |
| 4 | 0.008 |